Entry 1:
74
Properties=species:S:1:pos:R:3:forces:R:3:mulliken_charge:R:1 method="wB97M-V/def2-TZVPD" lumo_ev=0.282 homo_lumo_gap_ev=10.116 e_homo_ev=-9.83 relative_energy_kj_mol=93.0
O 6.39721 12.27745 9.39197 0.154 -1.526 -0.646 -0.49
C 5.97625 13.27635 10.24188 -0.132 0.785 -0.364 -0.47
C 6.26481 12.93358 11.64070 0.208 -1.063 2.473 -0.29
O 5.76966 11.58673 11.96131 0.968 0.315 -0.282 -0.37
H 6.22451 11.42266 9.83574 0.035 0.507 -0.332 0.31
H 6.46676 14.19431 9.90272 -0.051 0.051 0.354 0.38
H 4.90528 13.43892 10.19235 -0.574 0.110 -0.347 0.29
H 5.79980 13.63921 12.34974 0.304 -0.038 -0.299 0.35
H 7.32697 12.78249 11.90214 -0.284 0.602 -0.434 0.19
H 4.82088 11.50465 11.94020 -0.602 0.252 -0.055 0.23
O 10.34944 8.43986 8.73517 -0.504 0.648 -0.571 -0.09
C 10.93137 9.66609 8.19303 -0.429 -0.808 0.426 0.10
C 12.24590 9.34454 7.51282 -0.209 0.458 0.087 -0.80
O 12.13444 8.25820 6.62043 0.131 -0.039 -0.015 -0.57
H 10.89582 7.96061 9.38550 0.320 0.406 -0.320 0.15
H 10.22277 10.10286 7.46628 0.091 -0.501 0.437 0.24
H 11.07545 10.39473 8.99781 0.081 -0.027 -0.222 0.11
H 12.95244 9.10490 8.30670 0.455 0.104 0.010 0.27
H 12.57345 10.23040 6.94548 0.085 -0.382 0.221 0.38
H 11.88229 7.50923 7.17348 -0.229 -0.038 -0.242 0.32
O 6.06692 9.20142 17.55054 0.000 -1.166 0.751 -0.57
C 5.69476 9.77564 16.34798 0.115 2.965 0.357 0.42
C 5.98247 11.32191 16.50437 -1.267 -0.074 -0.191 -0.43
O 7.28156 11.49983 17.03198 -0.292 0.002 0.821 -0.57
H 6.70166 9.77157 18.00860 -0.023 -0.089 -0.409 0.36
H 6.25390 9.42811 15.47964 0.131 -0.372 -0.046 -0.31
H 4.62047 9.68032 16.17881 0.027 -0.360 -0.031 0.31
H 5.31439 11.81403 17.26810 0.367 -0.871 -0.680 0.28
H 5.76290 11.84833 15.55309 0.552 -0.183 0.300 0.24
H 7.94349 11.73593 16.40399 0.442 0.123 -0.933 0.30
O 9.84828 8.41668 13.90691 0.512 0.001 -0.521 -0.41
C 9.26743 7.81825 15.02318 -1.887 1.174 1.275 0.02
C 9.88211 6.51692 15.38964 1.426 -0.603 -0.795 -0.67
O 9.73436 5.62093 14.26536 -0.215 0.152 0.282 -0.49
H 9.37269 9.23466 13.66338 0.082 -0.353 0.053 0.28
H 9.39094 8.49456 15.91663 -0.308 -0.568 -0.521 0.26
H 8.15849 7.66230 14.85753 0.920 0.106 0.213 0.11
H 9.44520 6.04561 16.29113 0.124 0.581 -0.331 0.31
H 10.98870 6.66263 15.50137 -0.811 0.005 0.345 0.34
H 10.32104 4.89560 14.46218 0.115 -0.537 -0.195 0.26
O 7.78077 5.91697 12.08030 0.560 0.162 -0.353 -0.49
C 8.36398 5.80556 10.76337 0.593 0.109 0.458 0.66
C 7.50696 6.49707 9.71425 -0.705 -1.224 -0.002 -0.38
O 8.06067 6.38795 8.39540 0.197 1.205 0.925 -0.64
H 8.50790 5.70807 12.70702 -0.703 0.278 -0.112 0.22
H 9.37748 6.24976 10.76515 -0.525 -0.109 -0.133 -0.55
H 8.47119 4.74606 10.55453 0.054 -0.225 -0.430 0.42
H 7.27999 7.49365 10.08449 0.226 0.498 -0.415 0.01
H 6.53504 5.98004 9.67018 0.198 0.106 0.034 0.34
H 8.62370 7.18266 8.27552 -0.059 -0.616 -0.016 0.31
C 9.14398 12.75798 8.60432 0.763 0.758 -0.365 -0.10
O 10.56997 12.70268 8.41926 -0.134 -0.417 0.034 -0.49
H 8.87412 11.85358 9.13773 -0.095 0.012 -0.283 -0.12
H 8.90912 13.61614 9.23194 -0.202 0.049 0.214 0.29
H 8.58578 12.89197 7.66018 0.245 -0.438 0.345 0.33
H 10.91985 13.42642 7.89637 -0.381 0.195 -0.038 0.26
C 8.98625 9.85848 11.17536 0.174 -1.441 -1.661 0.28
O 8.64705 10.49167 12.36423 0.185 0.483 0.914 -0.68
H 8.33100 10.15469 10.33642 0.210 0.018 0.291 0.04
H 10.01588 10.08291 10.87189 -0.253 0.144 0.352 0.19
H 8.90784 8.74595 11.23787 0.044 0.645 0.155 -0.16
H 7.69672 10.59155 12.37339 -0.604 0.065 0.156 0.06
C 11.65365 6.46902 11.63379 -0.064 0.403 -0.981 -0.42
O 11.87522 6.64627 10.19358 -0.078 -0.096 1.139 -0.55
H 11.18961 5.51765 11.88323 0.156 -0.178 -0.211 0.28
H 12.53273 6.64512 12.24196 0.421 -0.116 -0.158 0.41
H 10.95212 7.24752 11.88788 -0.260 0.190 0.210 0.01
H 12.56632 6.07619 9.84815 0.023 -0.150 0.250 0.25
C 5.46939 8.35925 12.41013 -0.381 0.488 -1.498 0.13
O 4.86460 7.10820 12.23370 0.227 -0.855 -0.129 -0.64
H 6.53626 8.28971 12.57434 0.404 -0.075 0.071 -0.25
H 5.29522 8.98042 11.46887 0.214 -0.380 1.214 0.07
H 5.00725 8.79750 13.27666 -0.178 0.645 0.278 0.32
H 5.56011 6.46111 12.04161 -0.102 0.122 0.123 0.34

---

Entry 2:
14
Properties=species:S:1:pos:R:3:forces:R:3:mulliken_charge:R:1 method="wB97M-V/def2-TZVPD" lumo_ev=0.437 homo_lumo_gap_ev=8.293 e_homo_ev=-7.86 relative_energy_kj_mol=395.8
C -1.85887 -0.02598 0.35984 -0.104 -0.001 -0.059 -0.88
N -0.42785 -0.36425 0.31677 -0.057 -0.071 0.081 0.21
C 0.04193 -1.67560 -0.48594 0.403 0.263 -0.135 -0.97
C 1.28244 -1.24068 -0.84334 -0.153 -0.238 -0.077 -0.21
C 1.58108 0.16345 -0.55473 -0.150 0.158 0.109 -0.48
C 0.53658 0.68450 0.09957 0.177 -0.377 -0.106 0.36
O 0.21540 1.90961 0.59002 0.167 0.008 -0.020 -0.48
H -2.15632 0.45090 -0.57462 0.119 -0.094 0.073 0.31
H -2.05966 0.64903 1.19624 0.030 -0.105 -0.163 0.32
H -2.39618 -0.96713 0.47820 0.027 0.141 -0.031 0.36
H -0.19079 -0.89668 1.16419 -0.002 0.338 0.288 0.40
H 2.00537 -1.90122 -1.30968 -0.146 0.112 -0.066 0.37
H 2.48793 0.69881 -0.81750 -0.152 -0.081 0.041 0.36
H 0.93894 2.51525 0.38097 -0.158 -0.054 0.065 0.33

---

no.,strongest force on any atom (eV/Å)
1,2.99
2,0.50